# 1
Below is a cluster of 2 separate species, C6H10N2O6P in total, with properties calculated with ωB97M-V with the def2-TZVPD basis set.

Results
**Max |F|**: 4.88 eV/A
**HOMO-LUMO gap**: 8.002 eV
**Energy relative to the best compared isomer or geometry (same formula, charge and spin)**: 27.82 kcal per mole
**E_HOMO**: -5.01 eV
**LUMO energy**: 2.992 eV
**Net charge**: -1

Structure (XYZ):
```
25
Properties=species:S:1:pos:R:3:forces:R:3
C 1.42684 -1.16446 0.36112 0.21 -1.01 0.24
C -2.29317 -0.57116 -0.10604 4.54 -1.79 -0.13
C 1.00547 -2.59452 -0.02304 -0.43 0.33 1.41
C -0.71614 -1.23549 0.20749 -3.49 1.13 -0.77
C 1.20315 -3.63279 1.10324 -1.58 0.69 -1.58
C -3.36054 1.40618 0.59623 0.72 1.11 -0.12
N 0.19654 -0.51042 0.64170 0.11 1.73 0.79
N 0.04907 3.26421 0.84778 -1.61 1.65 -1.92
O 2.80937 1.17305 -0.17568 -0.08 -0.60 0.22
O 2.50794 -1.07248 1.35919 -0.24 0.71 -1.17
O -2.89594 -0.87126 -1.10298 -0.39 0.79 1.32
O 3.87609 -1.04986 -0.89497 1.59 -1.59 -1.37
O -0.42249 -2.43544 -0.27249 -0.69 -0.75 -0.30
O -2.39403 0.39881 0.78779 0.30 -0.86 -0.47
P 2.87746 -0.31648 -0.15432 -1.26 1.86 2.05
H 1.37121 -2.83018 -0.98277 0.95 -0.85 -0.81
H 2.19216 -3.94740 1.06164 2.16 0.04 0.77
H 0.71884 -4.54093 0.77502 -0.84 -0.24 0.13
H 0.80731 -3.26614 2.05995 0.48 -0.21 -0.29
H -4.22339 0.90612 0.21930 -1.09 0.16 -0.18
H -2.97682 2.16670 -0.18266 -0.63 -0.94 1.51
H -3.46181 1.77301 1.64494 -0.37 0.40 -1.23
H -0.34065 2.58122 1.39332 -1.01 -2.15 1.56
H 0.84551 3.59952 1.29018 1.87 0.37 0.24
H 0.15539 2.89116 -0.08123 0.79 0.01 0.12
```
Positions in Å, forces in eV/Å.

These are the Löwdin partial charges, in e, on atoms 1 to 2: number 1, C, carries -0.50; number 2, C, carries -0.36

=====

# 2
Below is a cluster of 2 separate species, C6H10N2OS2 in total, with properties calculated with ωB97M-V with the def2-TZVPD basis set.

Results
**Max |F|**: 3.24 eV/A
**Expectation value of S²**: 2.016
**HOMO-LUMO gap (alpha / beta)**: 8.841 / 6.986 eV
**2S+1**: 3
**E_HOMO (alpha / beta)**: -8.21 / -8.77 eV
**LUMO energy (alpha / beta)**: 0.634 / -1.788 eV
**Net charge**: 0

Structure (XYZ):
```
21
Properties=species:S:1:pos:R:3:forces:R:3
C -0.05337 0.80463 1.37208 0.28 -1.98 0.15
C 0.19487 -0.10398 0.42087 0.30 0.09 -1.27
C 1.32494 2.02146 0.11286 0.81 -0.54 -1.93
C -1.81376 -2.31463 -2.52379 1.41 -0.70 1.77
C -0.89348 0.71465 2.57165 0.01 -1.14 -1.08
C 2.04376 3.25132 -0.37627 1.84 0.51 2.62
N 0.70056 1.89667 1.20729 0.07 2.72 1.16
N 0.13708 -3.41149 -0.95878 -0.92 -0.64 1.02
O -2.25593 -2.61022 -0.05146 -0.70 -0.36 1.04
S 1.13552 0.56256 -0.87730 -0.01 0.12 0.52
S -1.19202 -2.17693 -0.93639 1.58 -0.67 0.13
H -2.76917 -2.04521 -2.72032 -2.82 0.75 -0.31
H -1.13561 -2.45960 -3.26406 1.84 -0.44 -2.18
H -1.85419 0.35195 2.31749 -1.27 -0.10 -0.45
H -0.55932 -0.02702 3.26303 0.71 0.09 0.93
H -0.92546 1.72090 2.82648 -0.38 1.51 1.71
H 1.68376 3.58431 -1.29527 -0.96 0.57 -1.49
H 1.94396 4.07965 0.40631 -0.12 -1.17 -1.08
H 3.15817 3.16154 -0.53828 -1.09 -0.44 0.35
H 1.01723 -2.92978 -0.84227 0.11 0.49 -0.06
H 0.11246 -4.07077 -0.11386 -0.68 1.32 -1.54
```
Positions in Å, forces in eV/Å.

These are the Löwdin partial charges, in e, on atoms 1 to 2: number 1, C, carries -0.50; number 2, C, carries -0.32

=====

# 3
Below is the ion C6H10N4 with charge +2, with properties calculated with ωB97M-V with the def2-TZVPD basis set.

Results
**Max |F|**: 5.11 eV/A
**HOMO-LUMO gap (alpha / beta)**: 8.422 / 8.423 eV
**Energy relative to the best compared isomer or geometry (same formula, charge and spin)**: 39.61 kcal per mole
**SMILES string**: C[C@]12CN=CNC1=[NH+]C=[NH+]2
**E_HOMO (alpha / beta)**: -18.58 / -18.58 eV
**LUMO energy (alpha / beta)**: -10.154 / -10.153 eV
**Net charge**: +2

Structure (XYZ):
```
20
Properties=species:S:1:pos:R:3:forces:R:3
C -0.69164 0.34098 2.31023 -0.50 -0.32 0.99
C -0.59680 0.76371 -2.04344 0.62 1.08 -0.91
C -0.93347 -0.13571 0.03851 -4.90 0.77 -1.24
C 1.22309 0.66221 0.99836 1.90 0.04 -1.46
C 0.49092 -0.08816 -0.21876 2.13 -0.10 0.58
C 1.08750 -1.47928 -0.46428 -1.58 -3.25 1.46
N 0.41897 0.81537 2.08781 -0.34 0.32 2.18
N -1.53161 -0.23172 1.24547 1.08 -0.12 -2.21
N 0.57935 0.63161 -1.47694 -0.42 0.58 -0.72
N -1.59532 0.29171 -1.27405 2.01 -1.11 3.17
H -1.23014 0.34466 3.26855 0.35 0.24 -0.34
H -0.71359 1.31845 -3.02734 -0.16 -1.00 1.26
H 2.13367 0.02981 1.34878 -1.36 1.11 -0.94
H 1.53423 1.66384 0.59197 0.14 -0.84 0.73
H 0.53101 -1.91012 -1.28332 -0.10 -0.14 -0.59
H 0.80267 -2.23891 0.37214 0.59 1.62 -0.94
H 2.13807 -1.69370 -0.68901 0.05 1.21 0.27
H -2.53594 -0.37883 1.56068 1.30 0.28 -1.45
H 1.48051 0.96635 -1.87053 -0.91 -0.40 0.17
H -2.59148 0.32770 -1.47483 0.09 0.02 0.00
```
Positions in Å, forces in eV/Å.

These are the Löwdin partial charges, in e, on atoms 1 to 2: number 1, C, carries -0.06; number 2, C, carries 0.01

=====

# 4
Below is the molecule C6H10N4O3, with properties calculated with ωB97M-V with the def2-TZVPD basis set.

Results
**Max |F|**: 3.49 eV/A
**HOMO-LUMO gap**: 9.858 eV
**Energy relative to the best compared isomer or geometry (same formula, charge and spin)**: 51.22 kcal per mole
**SMILES string**: CCN(NCC#[N+][O-])C(=O)C(N)=O
**E_HOMO**: -9.47 eV
**LUMO energy**: 0.391 eV
**Net charge**: 0

Structure (XYZ):
```
23
Properties=species:S:1:pos:R:3:forces:R:3
C -1.05137 0.13691 -0.58276 -0.80 1.05 -2.51
C -0.30426 -0.51448 1.98316 -0.19 1.86 -0.18
C -0.88339 -1.02605 -1.60616 -1.99 0.14 0.32
C -0.00264 0.89571 2.00328 -0.03 1.00 3.11
C 2.38694 0.45392 -0.03714 1.57 0.57 -0.77
C 1.27466 0.92492 -0.95434 1.20 -1.90 -1.07
N -0.21867 1.72213 0.79506 -3.19 0.42 1.35
N 0.01190 0.92702 -0.31675 -1.53 0.04 0.60
N -2.07562 -1.56841 -1.77620 -1.61 -2.07 -0.90
N -0.79789 -1.53053 1.83535 0.82 -1.24 -0.41
O -2.22514 0.46625 -0.30853 1.62 -0.66 0.93
O 0.06492 -1.36682 -2.23420 2.77 -0.49 -0.76
O -0.99498 -2.68137 1.62407 -1.19 -1.72 -0.11
H -0.63604 1.28594 2.89420 1.01 -0.07 -1.58
H 1.02903 0.89882 2.38281 -0.14 0.66 -0.37
H 2.50802 1.03113 0.90813 -0.13 -0.78 -0.62
H 2.25740 -0.62943 0.00163 0.09 0.07 1.11
H 3.34493 0.55842 -0.61995 -0.74 0.09 0.65
H 1.58890 1.77044 -1.60906 -0.97 -0.08 0.82
H 1.13679 0.01947 -1.57307 0.50 1.04 -0.56
H -1.33994 1.78084 0.79776 2.97 0.42 -0.31
H -2.79870 -1.12645 -1.25344 -0.76 -0.07 0.22
H -2.27484 -2.42839 -2.35385 0.74 1.73 1.02
```
Positions in Å, forces in eV/Å.

These are the Löwdin partial charges, in e, on atoms 1 to 2: number 1, C, carries -0.33; number 2, C, carries -0.01

=====

# 5
Below is the ion C6H10N5 with charge +1, with properties calculated with ωB97M-V with the def2-TZVPD basis set.

Results
**Max |F|**: 4.38 eV/A
**HOMO-LUMO gap**: 8.793 eV
**Energy relative to the best compared isomer or geometry (same formula, charge and spin)**: 120.56 kcal per mole
**SMILES string**: C[N@+]1(N)C=CC([C@@]2(N)C=N2)=N1
**E_HOMO**: -13.15 eV
**LUMO energy**: -4.352 eV
**Net charge**: +1

Structure (XYZ):
```
21
Properties=species:S:1:pos:R:3:forces:R:3
C 2.69540 1.22372 -0.55064 -0.90 -1.73 0.96
C 2.08518 -0.03732 0.03991 1.88 0.32 -2.45
C 0.62681 -0.14534 0.10775 -0.63 -0.39 -0.24
C -0.04117 -1.46938 0.09967 -2.61 3.48 -0.35
C -1.34257 -1.21197 -0.03200 2.78 1.96 0.37
C -2.21405 0.81007 1.23445 0.42 -1.21 -1.13
N 2.81030 1.11958 0.68074 0.09 0.52 0.30
N -0.22669 0.82369 0.03370 2.23 0.98 -0.44
N 2.76971 -1.32734 -0.16537 -2.30 1.38 0.88
N -2.21889 0.63012 -1.22228 -1.18 1.49 -0.47
N -1.52294 0.30557 -0.06652 0.26 -3.75 2.25
H 2.96200 1.78398 -1.42779 0.05 0.24 -0.05
H 0.41526 -2.36410 0.11402 1.47 -2.88 0.10
H -2.15570 -1.79843 -0.18907 -2.34 -1.46 -0.26
H -3.24566 0.66594 1.20109 -1.80 0.43 -0.89
H -1.98395 0.31527 2.15221 1.30 -0.95 0.11
H -1.79533 1.75060 1.25370 -0.08 2.46 0.43
H 3.60377 -1.40061 -0.71476 0.26 0.52 0.00
H 2.84330 -1.69524 0.75589 0.81 -0.92 0.48
H -2.33206 1.64763 -1.22399 -0.08 -0.26 -0.09
H -1.73268 0.37357 -2.08071 0.36 -0.24 0.47
```
Positions in Å, forces in eV/Å.

These are the Löwdin partial charges, in e, on atoms 1 to 2: number 1, C, carries 0.01; number 2, C, carries -0.40

=====

# 6
Below is the molecule C6H10N6S, with properties calculated with ωB97M-V with the def2-TZVPD basis set.

Results
**Max |F|**: 3.83 eV/A
**HOMO-LUMO gap**: 8.041 eV
**SMILES string**: Cn1ccnc1/C=N/NC(=S)NN
**E_HOMO**: -8.11 eV
**LUMO energy**: -0.072 eV
**Net charge**: 0

Structure (XYZ):
```
23
Properties=species:S:1:pos:R:3:forces:R:3
S 2.78599 -0.40980 -3.96516 0.44 -0.32 -0.02
N -1.41066 -2.44810 1.42267 0.56 -0.24 -0.05
N 0.66257 -0.38040 -0.70178 -0.99 -0.76 1.39
C 2.10246 0.24961 -2.60986 -1.17 0.49 -0.79
C -0.83590 -1.33735 0.99552 -1.63 0.61 1.09
C -2.37043 -2.09785 2.32174 0.27 0.02 -0.46
C -2.43743 -0.75354 2.44140 0.55 1.66 -0.28
C 0.22080 -1.39943 0.01677 1.71 2.50 -2.34
N 1.66847 -0.61390 -1.60053 0.15 -0.18 0.43
N 1.68526 2.35551 -1.40847 0.89 -0.30 -0.39
N 1.84105 1.60593 -2.63556 -0.25 -1.24 1.93
N -1.45366 -0.22570 1.59076 -0.34 -1.22 -0.28
C -1.07259 1.16808 1.41651 0.37 -0.45 0.13
H -2.97555 -2.81420 2.82544 -0.22 -0.41 0.15
H -3.08318 -0.11331 3.06054 0.54 -0.36 -0.52
H 0.67166 -2.35535 -0.18486 -0.13 -0.69 0.27
H 1.99439 -1.59004 -1.68199 -0.09 0.83 -0.35
H 0.74041 2.71557 -1.34354 0.01 -0.50 0.19
H 1.96604 1.78098 -0.58221 -0.61 0.68 -1.26
H 2.18412 2.08896 -3.47637 0.03 -0.31 1.00
H -1.86003 1.86751 1.61834 -0.66 -0.02 0.44
H -0.78286 1.35468 0.39688 0.29 -0.19 -0.33
H -0.24092 1.35214 2.08376 0.27 0.40 0.05
```
Positions in Å, forces in eV/Å.

These are the Löwdin partial charges, in e, on atoms 1 to 2: number 1, S, carries 0.58; number 2, N, carries 0.09